105
Properties=species:S:1:pos:R:3 method="wB97M-V/def2-TZVPD" fmax_ha_per_bohr=0.0211 relative_energy_ev=0.000 e_tot_ev=-159373.7493 gap_ha="0.166 / 0.211" multiplicity=5
Cr -0.66400 0.61925 0.06884
C -2.42440 -4.54596 1.49933
C -3.60931 -3.91548 1.13188
C -3.61705 -2.56782 0.81830
C -2.42355 -1.85369 0.87732
C -1.23814 -2.47006 1.24368
C -1.24382 -3.82344 1.55570
N -2.36892 -0.46051 0.53729
N -3.46196 0.11084 0.42688
C -3.36867 1.46932 0.07767
C -4.55783 2.18508 -0.03374
C -4.48823 3.52292 -0.37834
C -3.24444 4.10948 -0.59361
C -2.06921 3.37331 -0.47350
C -2.10645 2.02651 -0.13601
H -2.42577 -5.60309 1.73197
H -4.53218 -4.47937 1.08905
H -4.52814 -2.06719 0.52392
H -0.31263 -1.90833 1.28300
H -0.31639 -4.30420 1.83782
H -5.50316 1.69132 0.15257
H -5.39091 4.11232 -0.46903
H -3.19245 5.16067 -0.85327
H -1.11782 3.86930 -0.63657
C -5.10994 -1.02515 3.75313
O -3.75907 -0.63376 3.61960
C -3.49343 0.71163 3.55862
C -4.45866 1.69849 3.57627
C -4.07782 3.04008 3.54610
C -2.73680 3.36861 3.52869
C -1.76272 2.37485 3.51789
C -2.12346 1.03701 3.50353
N -1.23968 -0.03471 3.47266
C 0.10892 -0.07159 3.77764
C 1.13125 0.88357 3.47514
C 2.21270 1.01086 4.36912
C 3.24440 1.90507 4.15584
C 3.22694 2.71017 3.02130
C 2.19822 2.57496 2.10035
C 1.17542 1.65461 2.30025
O 0.24451 1.49669 1.36560
H -5.10954 -2.11036 3.80707
H -5.70231 -0.70390 2.89204
H -5.54971 -0.61660 4.66653
H -5.50790 1.43970 3.61253
H -4.83665 3.81168 3.54671
H -2.42789 4.40599 3.52222
H -0.71714 2.65258 3.52054
H -1.71498 -0.90704 3.63323
H 0.39640 -0.93077 4.37329
H 2.20904 0.39610 5.26293
H 4.05237 1.98146 4.87239
H 4.02421 3.42075 2.83745
H 2.18753 3.15065 1.18266
C 6.51491 1.33001 2.48735
C 5.28487 0.84149 1.77130
C 4.55606 -0.23812 2.24621
C 3.41850 -0.70469 1.59356
C 2.67643 -1.87687 2.17024
C 2.99776 -0.07257 0.41622
Se 1.48942 -0.74146 -0.55713
C 3.71792 1.02416 -0.07650
C 3.28401 1.78086 -1.30385
C 4.84645 1.45978 0.60842
H 6.63359 0.83142 3.44948
H 6.46590 2.40552 2.66874
H 7.41582 1.13998 1.89906
H 4.86990 -0.72774 3.16309
H 3.09034 -2.15106 3.14132
H 2.73485 -2.74271 1.50493
H 1.61988 -1.64212 2.29560
H 2.49168 2.49509 -1.05383
H 2.88254 1.10850 -2.06177
H 4.11791 2.34169 -1.72778
H 5.39680 2.31245 0.22024
C 1.69396 -4.97703 -3.77822
C 1.59774 -3.68758 -4.54790
C 2.06281 -2.49372 -4.00938
C 1.96288 -1.29658 -4.70431
C 1.35692 -1.26999 -5.95185
N 1.17981 -0.07282 -6.69225
C 1.04114 1.22171 -6.26489
O 1.29918 2.16550 -6.98453
N 0.59953 1.42885 -4.96333
C -0.27797 0.66272 -4.19178
C -1.14321 -0.29367 -4.71144
C -1.92124 -1.02905 -3.83912
C -1.84098 -0.78672 -2.47956
N -1.03827 0.15325 -1.98205
C -0.28006 0.85981 -2.81949
C 0.90187 -2.45929 -6.51311
C 1.03185 -3.65137 -5.82034
H 2.27819 -4.84389 -2.86840
H 2.16451 -5.76103 -4.37435
H 0.70339 -5.33554 -3.48918
H 2.50719 -2.47788 -3.02140
H 2.34816 -0.39089 -4.25371
H 1.33303 -0.12194 -7.68639
H 0.78601 2.36854 -4.65171
H -1.19802 -0.46280 -5.77796
H -2.59067 -1.79399 -4.20661
H -2.42900 -1.35880 -1.77711
H 0.37565 1.60247 -2.37921
H 0.43686 -2.44575 -7.49267
H 0.67440 -4.56885 -6.27501